(1)
ORCA calculation (the ωB97M-V functional and the def2-TZVPD basis) on a 2-piece molecular cluster, C3H3N3O overall in a non-equilibrium geometry.

* lowest unoccupied orbital energy: 0.67 eV
* E_tot: -9676.0215 eV
* energy above the lowest of the compared OMol25 structures with the same formula, charge and spin: 33.0 kcal per mole
* structure (SMILES): N=C=CC=O.N#N
* frontier orbital gap: 10.1 eV

```
! wB97M-V def2-TZVPD RIJCOSX def2/J DEFGRID3
* xyz 0 1
N -1.0655 0.0957 -2.2780
C -0.8056 0.2239 -1.0889
N 1.9490 1.1919 0.5741
N 2.3934 0.2869 1.0191
O -1.1047 -1.7732 1.3353
C -0.3141 -0.9089 1.0584
C -0.6508 0.3025 0.2133
H -0.3291 0.2797 -2.9552
H 0.7328 -0.9628 1.4220
H -0.8052 1.2642 0.6999
*
```

(2)
ORCA calculation (the ωB97M-V functional and the def2-TZVPD basis) on C5H9N as an isolated structure.

* lowest unoccupied orbital energy: 0.89 eV
* E_tot: -6816.6534 eV
* energy above the lowest of the compared OMol25 structures with the same formula, charge and spin: 100.1 kcal per mole
* frontier orbital gap: 8.6 eV

```
! wB97M-V def2-TZVPD RIJCOSX def2/J DEFGRID3
* xyz 0 1
C -0.9678 0.7300 1.1835
C -1.6907 0.5092 -0.1133
C -0.6662 -0.4793 0.3400
N 0.6262 -0.4893 -0.2956
C 1.8411 -0.5851 0.2934
C 1.0578 -0.1935 -1.5458
H -0.1892 1.4874 1.2219
H -1.5227 0.5987 2.1061
H -2.7319 0.2007 -0.0757
H -1.4284 1.1191 -0.9704
H -1.0136 -1.4467 0.6994
H 2.0426 0.0548 1.1581
H 2.5202 -1.4011 0.0583
H 0.6083 -0.7094 -2.3949
H 1.6872 0.6775 -1.7087
*
```

(3)
ORCA calculation (the ωB97M-V functional and the def2-TZVPD basis) on one molecule with the formula C3H3OP in a non-equilibrium geometry.

* lowest unoccupied orbital energy: 0.07 eV
* E_tot: -14490.4398 eV
* energy above the lowest of the compared OMol25 structures with the same formula, charge and spin: 105.7 kcal per mole
* structure (SMILES): O[C@]12[C@@H]3[C@H]1P32
* frontier orbital gap: 7.9 eV

```
! wB97M-V def2-TZVPD RIJCOSX def2/J DEFGRID3
* xyz 0 1
C 0.9089 0.7280 -0.0706
C 0.4157 -0.5768 -0.6866
C -0.4709 0.2212 0.1647
O -1.2347 -0.1355 1.3540
P 0.0951 0.8615 -1.8109
H 1.7665 0.7950 0.4631
H 0.7111 -1.5679 -0.6127
H -2.1916 -0.3254 1.1989
*
```

(4)
ORCA calculation (the ωB97M-V functional and the def2-TZVPD basis) on a 2-piece molecular cluster, C2H3ClO2S overall in a non-equilibrium geometry.

* lowest unoccupied orbital energy (alpha / beta): -3.09 / -3.09 eV
* E_tot: -29570.5855 eV
* energy above the lowest of the compared OMol25 structures with the same formula, charge and spin: 95.2 kcal per mole
* frontier orbital gap (alpha / beta): 6.2 / 6.2 eV

```
! wB97M-V def2-TZVPD RIJCOSX def2/J DEFGRID3
* xyz 0 1
C -0.1133 -1.4184 -1.4400
C -0.0806 -0.2962 -0.8651
O -1.1235 1.0096 2.2220
O 0.2565 2.3180 0.6232
S 0.1909 1.6435 1.9386
Cl 1.4814 -0.2550 1.5922
H 0.4932 -2.2190 -1.3427
H -0.8275 -1.5743 -2.1590
H -0.2772 0.7918 -0.5692
*
```

(5)
ORCA calculation (the ωB97M-V functional and the def2-TZVPD basis) on one molecule with the formula C2H6N4O in a non-equilibrium geometry.

* lowest unoccupied orbital energy: 0.99 eV
* E_tot: -10173.0771 eV
* energy above the lowest of the compared OMol25 structures with the same formula, charge and spin: 161.1 kcal per mole
* structure (SMILES): C=C=NN(N)ON
* frontier orbital gap: 10.1 eV

```
! wB97M-V def2-TZVPD RIJCOSX def2/J DEFGRID3
* xyz 0 1
C 1.1696 -0.6654 0.6426
N -1.0164 0.0463 -1.3214
N -0.8284 1.9153 0.8187
C 1.9369 -1.6058 0.1760
O -1.2711 -0.3471 0.0159
N 0.6262 0.2622 1.2362
N -0.6730 0.5958 1.0851
H -1.9062 0.0136 -1.8118
H -0.3835 -0.6391 -1.7322
H -0.4599 2.2247 -0.0816
H -1.7872 2.2025 0.9711
H 1.9189 -2.6024 0.5837
H 2.6741 -1.4006 -0.5823
*
```

(6)
ORCA calculation (the ωB97M-V functional and the def2-TZVPD basis) on C3H4KO4 as an isolated structure in a non-equilibrium geometry.

* lowest unoccupied orbital energy (alpha / beta): -0.50 / -0.55 eV
* E_tot: -27688.1208 eV
* energy above the lowest of the compared OMol25 structures with the same formula, charge and spin: 32.1 kcal per mole
* frontier orbital gap (alpha / beta): 4.5 / 7.6 eV

```
! wB97M-V def2-TZVPD RIJCOSX def2/J DEFGRID3
* xyz 0 2
O -1.4366 1.6720 1.3091
C -0.7374 1.8091 0.2001
C 0.2949 0.8980 -0.2954
O -0.1656 -0.5162 -0.1144
C 0.5784 -1.5034 -0.5726
O 1.4336 -1.4128 -1.4207
O 0.3181 -2.5949 0.1477
H -0.1409 1.4992 -1.3179
H 1.3108 0.9469 0.1155
H 1.1314 -3.1033 0.2654
K -1.7268 -0.5103 1.9216
H -0.8599 2.8158 -0.2382
*
```

(7)
ORCA calculation (the ωB97M-V functional and the def2-TZVPD basis) on C35H42CrN8O2S as an isolated structure.

* lowest unoccupied orbital energy (alpha / beta): -3.14 / -3.44 eV
* E_tot: -92243.1971 eV
* energy above the lowest of the compared OMol25 structures with the same formula, charge and spin: 12.9 kcal per mole
* frontier orbital gap (alpha / beta): 6.8 / 6.5 eV

```
! wB97M-V def2-TZVPD RIJCOSX def2/J DEFGRID3
* xyz 1 4
Cr 0.4767 -1.0157 1.9929
C 1.1066 -5.1050 3.1372
C 1.1835 -3.6416 2.8594
N 0.2983 -3.0234 2.1397
O -0.7726 -3.7442 1.6188
C 2.2342 -2.8188 3.3937
C 3.3863 -3.3146 4.2018
N 2.0783 -1.5360 3.1039
O 2.9240 -0.6664 3.4301
H 0.7749 -5.6498 2.2544
H 0.3966 -5.2951 3.9476
H 2.0721 -5.4860 3.4569
H -1.1516 -4.2645 2.3423
H 3.0563 -3.7559 5.1443
H 4.0318 -2.4698 4.4284
H 3.9705 -4.0640 3.6643
C -4.6482 0.9802 -2.3334
C -3.8964 -0.3261 -2.6295
C -4.8863 -1.5004 -2.6453
C -3.2410 -0.2131 -4.0054
C -2.8765 -0.5638 -1.5253
C -3.2867 -0.6558 -0.1948
C -2.3558 -0.8441 0.8028
N -1.0503 -0.9532 0.5479
C -0.6297 -0.8912 -0.7231
C -1.5150 -0.6976 -1.7716
C 0.8410 -1.0190 -0.9103
C 1.4506 -1.0076 -2.1534
C 2.8339 -1.0980 -2.2619
C 3.5512 -1.2133 -1.0710
C 2.8881 -1.2246 0.1355
N 1.5570 -1.1289 0.2190
C 3.5610 -1.0499 -3.5972
C 4.4118 -2.3185 -3.7517
C 4.4704 0.1888 -3.6047
C 2.5947 -0.9574 -4.7774
H -5.3754 1.1714 -3.1234
H -3.9603 1.8271 -2.2910
H -5.1901 0.9324 -1.3883
H -5.6297 -1.3430 -3.4277
H -5.4151 -1.5973 -1.6967
H -4.3731 -2.4421 -2.8471
H -4.0094 -0.0205 -4.7539
H -2.7315 -1.1360 -4.2901
H -2.5266 0.6118 -4.0484
H -4.3302 -0.5757 0.0758
H -2.6353 -0.9066 1.8470
H -1.1411 -0.6403 -2.7809
H 0.8445 -0.9206 -3.0400
H 4.6298 -1.2827 -1.0709
H 3.4247 -1.2800 1.0745
H 5.1600 -2.4069 -2.9638
H 4.9379 -2.2911 -4.7065
H 3.7885 -3.2141 -3.7325
H 5.2105 0.1526 -2.8047
H 3.8848 1.1029 -3.4887
H 5.0059 0.2447 -4.5532
H 1.9216 -1.8162 -4.8201
H 3.1646 -0.9415 -5.7063
H 1.9987 -0.0429 -4.7441
S -0.8007 -0.8181 3.9344
C -0.8410 0.9284 3.9483
N -1.3591 1.5468 4.9954
N -1.6693 2.8236 4.9390
C -2.1438 3.5641 3.8144
C -1.7971 4.8989 3.7026
C -2.3127 5.6558 2.6574
C -3.1658 5.0789 1.7317
C -3.5173 3.7385 1.8605
C -3.0133 2.9779 2.8995
N -0.3252 1.6740 2.9343
N 0.3500 1.0412 2.0637
C 0.7971 1.8606 0.9796
C 2.1460 1.8737 0.6523
C 2.5705 2.6097 -0.4422
C 1.6507 3.3218 -1.2032
C 0.3067 3.3166 -0.8548
C -0.1271 2.5885 0.2433
H -1.8922 3.2003 5.8476
H -1.1165 5.3395 4.4199
H -2.0392 6.6987 2.5697
H -3.5681 5.6705 0.9205
H -4.2051 3.2888 1.1551
H -3.3004 1.9401 3.0141
H 2.8471 1.3367 1.2793
H 3.6233 2.6413 -0.6921
H 1.9851 3.8957 -2.0575
H -0.4064 3.8887 -1.4343
H -1.1697 2.5777 0.5375
*
```

(8)
ORCA calculation (the ωB97M-V functional and the def2-TZVPD basis) on one molecule with the formula C10H12O2S in a non-equilibrium geometry.

* lowest unoccupied orbital energy: 0.57 eV
* E_tot: -25492.1122 eV
* energy above the lowest of the compared OMol25 structures with the same formula, charge and spin: 76.5 kcal per mole
* structure (SMILES): CC1(c2ccccc2)CS(=O)(=O)C1
* frontier orbital gap: 10.2 eV

```
! wB97M-V def2-TZVPD RIJCOSX def2/J DEFGRID3
* xyz 0 1
C 1.6878 -2.6944 1.2318
C 2.1522 -1.3712 1.4847
C 0.7599 -2.8409 0.2638
C 1.4721 -0.2528 0.8265
C 0.2088 -1.7939 -0.4304
C 0.4381 -0.5013 -0.0546
C -0.6393 1.8189 0.7217
C -1.8345 0.2795 -0.7552
C -0.3388 0.6413 -0.6092
C 0.4089 1.3835 -1.7090
O -3.0992 1.4866 1.5283
O -2.8653 2.9677 -0.3984
S -2.3618 1.8136 0.3137
H 2.1928 -3.4458 1.8390
H 2.9281 -1.1044 2.2058
H 0.5333 -3.8351 -0.0551
H 1.8649 0.7830 1.1558
H -0.5442 -2.0595 -1.2366
H -0.4887 1.3814 1.6892
H -0.1617 2.7037 0.4487
H -2.1782 0.3146 -1.8212
H -2.0951 -0.7301 -0.3520
H -0.2470 2.0282 -2.4010
H 1.0177 0.8948 -2.5169
H 1.1893 2.1328 -1.3694
*
```